Entry 1:
Here is C22H37Al4BrCl6F9O10Si2 as an isolated structure in a non-equilibrium geometry from OMol25. Energies are from the ωB97M-V functional and the def2-TZVPD basis.

Atoms and positions in Å:
C: -3.3539 -1.9778 3.2856
C: -4.0242 -1.7684 1.7693
C: -3.2676 -2.6451 0.6029
C: -1.7229 -2.0953 0.2732
C: -1.6027 -0.4633 0.3517
C: -0.4262 0.2030 -0.5718
Si: 1.2513 -0.7383 -0.5823
C: 2.7989 0.3406 -0.9719
C: 4.1279 -0.6752 -0.9450
C: 1.1927 -2.1472 -1.8920
C: 0.5193 -1.7578 -3.3291
C: -1.0927 -2.0548 -3.4527
Cl: 0.7986 -0.0202 -3.9029
O: 1.3639 -1.5578 1.0043
Si: 2.0458 -0.4993 2.2233
C: 1.0987 1.1476 2.5185
C: 1.8750 2.4982 1.9902
O: 1.2033 3.2765 1.0986
Cl: 3.6085 2.9012 2.5523
H: -2.3180 -2.5296 3.1949
H: -3.2446 -0.9431 3.8470
H: -4.0906 -2.6256 3.9659
H: -5.1269 -2.2133 1.8698
H: -4.1379 -0.6328 1.5084
H: -3.1270 -3.7353 1.0377
H: -3.9113 -2.7537 -0.3816
H: -1.3560 -2.5783 -0.7272
H: -1.0518 -2.5744 1.1360
H: -1.5792 -0.1709 1.4848
H: -2.6354 -0.0368 -0.0693
H: -0.2231 1.3086 -0.1797
H: -0.8988 0.3494 -1.6578
H: 2.8088 0.7923 -2.0776
H: 2.9568 1.2649 -0.2631
H: 5.0170 -0.1498 -0.3711
H: 4.4811 -0.9419 -2.0497
H: 3.7849 -1.6411 -0.3785
H: 0.6616 -3.0859 -1.3799
H: 2.3081 -2.5035 -2.0974
H: 1.0379 -2.4624 -4.1411
H: -1.2355 -3.2158 -3.2661
H: -1.5011 -1.8214 -4.5481
H: -1.7174 -1.4761 -2.6502
H: 2.0456 -1.2508 3.4999
H: 3.4751 -0.2170 1.9391
H: 0.0078 1.1889 2.0990
H: 0.9971 1.2679 3.7014
Al: -1.4171 1.4470 -3.2627
C: 0.3401 -1.8992 5.6199
O: 1.3528 -1.2376 5.7882
O: -0.5581 -1.6343 4.8125
O: 0.0566 -2.9361 6.2308
Br: 0.9386 0.7125 7.0282
F: 2.7471 -3.1429 1.4801
C: 3.3602 -5.7684 6.5785
C: 2.0449 -5.0680 6.5428
O: 1.1095 -6.1189 6.6281
C: 1.7410 -7.0994 7.3328
O: 1.1719 -8.0486 7.8456
O: 3.0904 -6.8854 7.4017
F: 1.8677 -4.4349 5.3615
H: 3.6826 -6.1150 5.5909
H: 4.1508 -5.1470 7.0076
H: 1.8873 -4.3667 7.3692
Al: -4.5124 -0.4047 5.2540
F: -3.5896 6.4074 -2.3841
Al: -2.3202 5.5694 -1.4197
F: -3.0453 4.1547 -0.5735
F: -1.6379 6.7106 -0.2051
F: -1.0079 5.0049 -2.5166
C: -1.0727 6.5766 -5.5265
C: -2.4529 7.1939 -5.4157
O: -2.5794 8.4313 -6.1082
C: -2.7927 8.4172 -7.5488
O: -3.8137 7.6270 -7.8655
C: -1.4823 8.1246 -8.3806
F: -0.3956 8.7107 -7.7991
F: -1.5542 8.6601 -9.6331
F: -1.1754 6.8140 -8.5352
H: -0.2891 7.3375 -5.4624
H: -0.9202 5.8403 -4.7307
H: -0.9519 6.0474 -6.4731
H: -2.6156 7.4387 -4.3590
H: -3.2380 6.4779 -5.6807
H: -2.9267 9.4929 -7.7362
Al: -0.9179 2.4624 1.7217
C: 3.9809 -6.7863 0.1910
Cl: 2.8940 -8.1508 -0.1709
Cl: 5.6234 -7.1661 -0.3859
Cl: 3.3874 -5.3204 -0.6297
Cl: 4.0190 -6.5077 1.9503

**Highest occupied orbital energy**: -15.22 eV
**Total charge**: +3
**2S+1**: 1


Entry 2:
Here is C22H37AuN2O4SSi as an isolated structure in a non-equilibrium geometry from OMol25. Energies are from the ωB97M-V functional and the def2-TZVPD basis.

Atoms and positions in Å:
Au: 0.8001 -0.1213 0.2867
C: 6.5027 -2.5092 -0.8220
C: 5.3885 -1.7112 -1.4232
C: 4.1322 -2.2814 -1.6056
C: 3.0750 -1.5125 -2.0600
C: 3.2854 -0.1856 -2.3708
C: 4.5277 0.3971 -2.2199
C: 5.5776 -0.3716 -1.7491
S: 1.8790 0.8697 -2.6892
O: 2.2262 1.9708 -3.5364
O: 0.7623 0.0498 -3.0538
N: 1.6801 1.3324 -1.1225
C: 2.5291 2.2743 -0.6090
C: 1.7878 2.9128 0.7807
O: 1.9024 4.1053 0.8118
O: 1.3290 2.0343 1.4884
H: 6.3487 -3.5704 -0.9963
H: 6.5245 -2.3452 0.2561
H: 7.4625 -2.1995 -1.2277
H: 3.9757 -3.3234 -1.3644
H: 2.0883 -1.9265 -2.1831
H: 4.6519 1.4378 -2.4722
H: 6.5483 0.0811 -1.6074
H: 2.7959 3.0671 -1.3149
H: 3.4060 1.8776 -0.0830
C: -1.8216 2.5210 2.2044
C: -2.2350 2.0298 0.8153
C: -3.7519 2.1942 0.6580
C: -1.5534 2.9625 -0.1897
Si: -1.7085 0.1521 0.5350
C: -2.1269 -0.9711 2.1245
C: -1.9066 -2.4522 1.8010
C: -3.5784 -0.8105 2.5863
C: -1.2296 -0.5960 3.3109
C: -2.4023 -0.6082 -1.1506
C: -2.3227 0.4201 -2.2797
C: -1.5531 -1.7997 -1.6014
C: -3.8581 -1.0635 -1.0153
H: -2.0077 3.5920 2.2829
H: -0.7615 2.3596 2.3737
H: -2.3816 2.0300 2.9930
H: -4.0315 3.2215 0.8895
H: -4.3105 1.5348 1.3167
H: -4.0549 1.9957 -0.3659
H: -1.7892 3.9964 0.0694
H: -1.8775 2.7848 -1.2089
H: -0.4745 2.8496 -0.1648
H: -2.6300 -2.8060 1.0723
H: -2.0442 -3.0523 2.7012
H: -0.9028 -2.6323 1.4210
H: -4.2749 -1.0369 1.7871
H: -3.7724 0.1967 2.9455
H: -3.7838 -1.5031 3.4034
H: -0.2000 -0.4220 3.0092
H: -1.2499 -1.3862 4.0625
H: -1.5904 0.3083 3.7882
H: -1.3218 0.8342 -2.3573
H: -3.0417 1.2235 -2.1494
H: -2.5385 -0.0694 -3.2291
H: -0.5646 -1.4561 -1.8937
H: -2.0150 -2.2650 -2.4724
H: -1.4522 -2.5539 -0.8292
H: -4.4986 -0.2660 -0.6493
H: -3.9486 -1.9160 -0.3482
H: -4.2310 -1.3699 -1.9926
N: 1.6277 -2.2845 2.2302
C: 1.2813 -1.8911 1.1770
H: 1.7014 -2.3470 3.2262

**Highest occupied orbital energy (spin up / spin down)**: -7.51 / -8.99 eV
**Energy above the lowest of the compared OMol25 structures with the same formula, charge and spin**: 19.7 kcal per mole
**Total charge**: 0
**2S+1**: 3


Entry 3:
Here is C22H37BrEuO4Si as an isolated structure in a non-equilibrium geometry from OMol25. Energies are from the ωB97M-V functional and the def2-TZVPD basis.

Atoms and positions in Å:
C: -2.0876 -3.3747 -3.3048
C: -1.2182 -2.3583 -3.7788
C: -0.0776 -2.3146 -2.9056
H: -1.4267 -1.6345 -4.5988
C: -0.2627 -3.3158 -1.8928
C: -1.5090 -3.9598 -2.1362
H: -1.9763 -4.7214 -1.4680
H: -3.0918 -3.6129 -3.7282
H: 0.7300 -1.5550 -2.9163
H: 0.4118 -3.4879 -1.0277
Eu: -1.8446 -1.5438 -1.5557
Br: -1.2327 0.6936 -2.6410
C: -3.5490 -0.6094 -0.2116
C: -3.6309 -2.0191 0.0077
C: -4.1210 -2.6115 -1.1986
H: -3.2569 -2.5591 0.9096
C: -4.3175 -1.5799 -2.1609
C: -3.9876 -0.3401 -1.5546
H: -3.9700 0.6529 -2.0485
H: -3.0890 0.1327 0.4697
H: -4.2329 -3.7092 -1.3723
H: -4.6068 -1.7110 -3.2298
C: -1.3534 0.3361 3.6418
C: -0.8047 1.5453 2.8822
C: -1.9007 2.3788 2.2275
C: 0.0996 2.4073 3.7644
O: 0.0857 1.0388 1.8623
Si: 0.3771 0.2773 0.4848
O: -0.8237 -0.4412 -0.1456
O: 1.1045 1.3065 -0.4613
C: 1.5215 2.6676 -0.7655
C: 0.5229 3.2479 -1.7615
C: 1.5559 3.4787 0.5168
C: 2.9037 2.5318 -1.3945
O: 1.4478 -0.8516 0.9353
C: 2.8200 -1.2908 0.7379
C: 3.0911 -1.3820 -0.7601
C: 3.7266 -0.2981 1.4610
C: 2.8385 -2.6697 1.4091
H: -1.9790 0.7263 4.4415
H: -0.5378 -0.2534 4.0728
H: -1.9484 -0.3038 2.9856
H: -2.5164 2.7805 3.0291
H: -1.4946 3.2138 1.6433
H: -2.5317 1.7793 1.5634
H: 0.9208 1.8195 4.1858
H: 0.5256 3.2440 3.2030
H: -0.5179 2.8015 4.5667
H: -0.4913 3.2637 -1.3508
H: 0.8360 4.2679 -1.9796
H: 0.5238 2.6816 -2.6978
H: 2.2241 3.0328 1.2623
H: 1.9205 4.4746 0.2565
H: 0.5509 3.5839 0.9376
H: 3.6304 2.1163 -0.6872
H: 2.8749 1.9026 -2.2879
H: 3.2242 3.5349 -1.6697
H: 3.0015 -0.4030 -1.2396
H: 4.1067 -1.7535 -0.8802
H: 2.3927 -2.0734 -1.2440
H: 3.4734 -0.2340 2.5253
H: 4.7472 -0.6543 1.3447
H: 3.6378 0.7044 1.0273
H: 2.5854 -2.5897 2.4693
H: 2.1289 -3.3489 0.9291
H: 3.8468 -3.0577 1.3020

**Highest occupied orbital energy (spin up / spin down)**: -4.45 / -4.61 eV
**Energy above the lowest of the compared OMol25 structures with the same formula, charge and spin**: 53.4 kcal per mole
**Total charge**: -1
**2S+1**: 7


Entry 4:
Here is C22H37ClF3IrN2O5P as an isolated structure in a non-equilibrium geometry from OMol25. Energies are from the ωB97M-V functional and the def2-TZVPD basis.

Atoms and positions in Å:
Ir: 0.8240 -0.7864 -0.2025
N: 2.3154 -1.0270 1.2094
C: 2.9624 -2.3406 1.0093
C: 3.2949 -2.3942 -0.4617
N: 2.0120 -2.1448 -1.1420
H: 3.0076 -0.2948 1.1182
H: 1.8769 -0.9572 2.1252
H: 2.2368 -3.1064 1.2820
H: 3.8513 -2.4731 1.6236
H: 3.7374 -3.3503 -0.7370
H: 3.9940 -1.6047 -0.7403
H: 1.3702 -2.9359 -1.0014
H: 2.1049 -2.0057 -2.1438
F: -3.3036 -1.1282 -2.3032
C: -2.8870 -0.0166 -1.7051
F: -2.7278 0.9394 -2.6352
F: -3.7926 0.3849 -0.8313
C: -1.5327 -0.2594 -1.0244
O: -1.3994 -0.2003 0.2007
O: -0.5215 -0.4885 -1.7588
C: 4.2172 1.2696 -0.3940
C: 2.9450 2.0756 -0.0414
C: 2.8358 2.2969 1.4746
P: 1.4325 1.3411 -0.7697
C: 0.0679 2.5354 -0.4237
C: 0.4247 3.9750 -0.8013
C: -0.4697 2.5253 1.0204
C: 1.6771 1.5085 -2.6207
C: 2.7037 2.5717 -3.0357
C: 2.0100 0.2061 -3.3519
H: 5.0375 1.9425 -0.6434
H: 4.0844 0.5935 -1.2409
H: 4.5618 0.6810 0.4619
H: 3.0152 3.0524 -0.5199
H: 2.4985 1.4007 2.0012
H: 2.1457 3.0992 1.7219
H: 3.8130 2.5745 1.8733
H: -0.7175 2.1992 -1.1058
H: 1.1416 4.4074 -0.1013
H: -0.4848 4.5752 -0.7513
H: 0.8166 4.0736 -1.8112
H: 0.1926 3.0811 1.6836
H: -0.6113 1.5338 1.4324
H: -1.4419 3.0210 1.0380
H: 0.6859 1.8160 -2.9646
H: 3.7205 2.2752 -2.7750
H: 2.5177 3.5553 -2.6109
H: 2.6668 2.6814 -4.1206
H: 2.9548 -0.2239 -3.0031
H: 2.1251 0.4178 -4.4160
H: 1.2073 -0.5177 -3.2492
C: -5.5316 -2.3467 0.1581
C: -4.8769 -1.6857 1.3432
C: -5.5080 -0.6713 2.0477
C: -4.8987 -0.0877 3.1478
Cl: -5.7453 1.1480 4.0458
C: -3.6393 -0.4756 3.5382
C: -2.9890 -1.4923 2.8397
C: -3.6194 -2.0987 1.7721
O: -3.0817 -3.1516 1.0477
C: -1.8391 -3.6903 1.4537
C: -0.7015 -2.8019 0.9813
O: -0.0847 -2.0582 1.7671
O: -0.4079 -2.8052 -0.2681
H: -6.4340 -1.8095 -0.1304
H: -5.8037 -3.3780 0.3917
H: -4.8550 -2.3862 -0.6958
H: -6.4878 -0.3317 1.7348
H: -3.1588 0.0061 4.3797
H: -1.9823 -1.7649 3.1216
H: -1.7682 -4.6522 0.9525
H: -1.7834 -3.8209 2.5339

**Highest occupied orbital energy**: -10.12 eV
**Energy above the lowest of the compared OMol25 structures with the same formula, charge and spin**: 44.6 kcal per mole
**Total charge**: +1
**2S+1**: 1